1.
The following is a DFT calculation (ωB97M-V/def2-TZVPD) of a 12-piece molecular cluster, C5H32NO13 overall.

Calculated values
* Kohn-Sham gap: 8.50 eV
* E_HOMO: -6.2 eV
* energy above the lowest of the compared OMol25 structures with the same formula, charge and spin: 128.2 kcal per mole
* largest force on an atom: 0.116 Eh/bohr
* E_LUMO: 2.3 eV
* total charge: -1

```
51
Properties=species:S:1:pos:R:3:forces:R:3:lowdin_charge:R:1
C 1.727 0.112 1.462 0.45 0.30 -0.46 -0.0357
C 0.811 -0.151 0.309 0.56 0.21 -2.44 -0.3435
C -0.599 0.380 0.644 -0.99 -1.56 -2.84 -0.1167
C -0.731 1.817 0.408 -1.52 -1.00 0.36 -0.2616
O 0.137 2.611 0.530 2.19 1.77 -0.11 0.0521
N 0.857 -1.561 -0.199 0.52 1.76 -1.83 -0.0274
C 0.861 -2.635 0.750 -0.33 1.12 -0.79 -0.2770
O -0.511 -2.793 1.033 -2.70 -1.83 -2.18 -0.1397
H 1.423 -0.538 2.238 -0.51 0.21 1.68 0.0627
H 2.768 -0.076 1.359 0.97 -0.82 -1.02 0.0775
H 1.795 1.171 1.648 -0.86 0.26 0.83 0.0722
H 1.150 0.534 -0.539 -0.18 -1.19 0.62 0.1210
H -0.674 0.175 1.642 -0.85 -0.16 2.92 0.0661
H -1.509 -0.162 0.155 1.97 0.87 0.74 0.1371
H -1.715 2.179 0.176 -1.10 0.23 -0.33 0.1210
H 0.022 -1.606 -0.876 1.52 -0.35 1.04 0.0871
H 1.344 -2.238 1.686 -0.20 -1.24 -0.90 0.1211
H 1.307 -3.598 0.322 -0.38 1.34 0.72 0.1341
H 4.372 0.345 -1.128 -0.69 -1.25 -1.11 -0.0170
H 4.358 1.720 -0.674 -0.40 0.94 -0.05 -0.0117
O 4.823 0.903 -0.527 1.00 0.24 1.04 -0.0528
H 1.298 4.612 1.537 0.45 -0.27 0.22 0.0203
H 1.856 3.180 1.407 0.58 3.01 1.56 0.0506
O 2.039 4.092 1.899 -0.89 -2.50 -1.64 -0.1316
H -1.028 -2.801 0.078 1.81 0.23 3.41 0.1683
H -4.100 -1.954 -1.589 -0.60 -0.04 0.73 0.0302
O -3.975 -1.781 -0.636 1.76 0.46 -1.03 -0.1631
H 0.094 1.171 -2.835 1.14 0.63 -0.38 0.0161
H 0.845 1.840 -4.091 -0.08 -0.06 0.44 0.0522
O 1.024 1.504 -3.199 -0.99 0.03 -0.67 -0.1462
H 2.464 2.451 -2.306 -0.51 -0.41 -1.40 -0.0164
H 2.033 2.163 -0.921 0.57 0.76 -0.38 0.0166
O 2.680 2.704 -1.429 0.09 -0.04 2.12 -0.0580
H -1.132 -1.816 2.313 -0.26 -0.18 0.22 -0.0131
H -2.607 -1.510 2.431 0.70 -0.33 0.81 0.0270
O -1.771 -1.446 2.950 -0.53 0.61 -0.22 -0.1000
H 2.054 -0.749 -2.390 1.14 1.00 -1.45 0.0401
H 2.524 0.299 -3.580 -0.61 -0.83 1.22 0.0126
O 2.779 -0.474 -3.034 -0.15 -0.79 0.67 -0.1179
H -1.794 -1.879 -2.394 -0.43 -1.63 -2.54 -0.0349
H -2.959 -1.502 -0.789 -1.48 -0.53 0.20 0.0212
O -1.640 -1.379 -1.646 0.45 1.20 2.90 -0.3104
H -2.212 0.474 3.979 0.29 0.08 -0.62 0.0223
H -2.016 1.736 3.137 2.56 1.52 -4.46 -0.0668
O -2.401 1.414 3.861 -2.80 -1.68 5.01 -0.0087
H -4.223 -2.271 1.269 -0.25 -0.29 0.75 0.0295
H -3.455 -3.434 1.220 0.92 -1.24 -0.47 0.0097
O -3.874 -2.942 1.906 -1.07 1.45 -0.52 -0.0704
H -1.525 0.019 -1.931 0.58 0.04 -0.44 0.0065
H -1.700 0.753 -3.231 -0.66 0.11 -1.27 0.0364
O -1.293 0.940 -2.405 -0.23 -0.13 1.37 -0.0908
```
Positions in Å, forces in eV/Å.

=====

2.
The following is a DFT calculation (ωB97M-V/def2-TZVPD) of a 12-piece molecular cluster, C5H32O12 overall.

Calculated values
* Kohn-Sham gap (spin up / spin down): 9.25 / 5.36 eV
* E_HOMO (spin up / spin down): -13.8 / -13.8 eV
* multiplicity: 2
* <S²>: 0.75
* energy above the lowest of the compared OMol25 structures with the same formula, charge and spin: 0.0 kcal per mole
* largest force on an atom: 0.052 Eh/bohr
* E_LUMO (spin up / spin down): -4.6 / -8.5 eV
* total charge: +1

```
49
Properties=species:S:1:pos:R:3:forces:R:3:lowdin_spin:R:1
C 2.189 -2.582 0.460 0.26 0.24 -1.78 0.0020
O 2.681 -1.496 -0.343 0.01 -0.53 0.20 0.0095
C 0.668 -2.630 0.286 1.31 0.09 0.55 0.0069
C 0.084 -1.360 0.850 -1.49 0.68 1.22 0.0649
C -0.313 -0.369 -0.156 0.78 -2.54 0.26 0.3084
C -1.239 0.646 -0.216 0.02 1.58 -0.89 0.4310
H 2.612 -3.408 -0.111 0.08 -0.45 0.82 0.0002
H 2.546 -2.517 1.490 -0.11 -0.19 -0.01 -0.0002
H 2.395 -0.636 -0.038 -0.01 0.45 0.26 -0.0004
H 0.266 -3.506 0.797 -0.15 0.04 -0.18 0.0044
H 0.520 -2.680 -0.793 -0.35 -0.26 0.03 -0.0003
H -0.702 -1.586 1.610 -0.06 0.39 -0.57 0.0216
H 0.761 -0.780 1.519 0.29 -0.14 -0.28 0.0308
H 0.230 -0.698 -1.049 -0.33 1.01 -0.46 0.0086
H -1.158 1.279 -1.104 -0.05 -0.13 0.44 0.0136
H -2.019 0.969 0.459 0.03 -0.67 0.36 0.0145
H 3.468 0.735 -1.152 0.07 0.12 0.17 0.0000
H 2.140 1.161 -1.740 0.24 -0.49 0.00 0.0000
O 2.615 1.106 -0.888 -0.21 0.28 -0.36 0.0028
H 0.076 -2.227 -4.328 0.78 -0.87 -0.37 0.0000
H -0.924 -1.186 -4.137 -0.41 0.14 0.27 -0.0001
O -0.199 -1.612 -3.660 -0.96 0.50 0.01 -0.0003
H -1.257 -0.686 3.695 0.02 0.27 0.66 0.0000
H -1.888 -0.018 2.471 0.10 0.32 0.22 -0.0004
O -2.079 -0.612 3.197 -0.31 -0.24 -0.22 0.0040
H -0.284 1.865 -3.050 -0.27 -0.33 -0.34 -0.0001
H -1.827 1.913 -2.689 -1.12 -0.95 -0.27 0.0000
O -1.058 2.417 -2.863 1.34 1.32 0.04 -0.0011
H -3.358 -0.976 -1.621 -0.44 -0.19 0.77 0.0008
H -2.544 -1.881 -2.552 -0.09 -0.21 0.16 -0.0003
O -3.127 -1.117 -2.529 0.60 0.38 -0.79 0.0183
H 0.579 0.489 3.997 0.06 0.35 0.93 0.0000
H 0.432 -0.764 3.385 0.44 -0.89 0.15 0.0003
O 0.598 -0.443 4.278 -0.27 0.54 -1.08 0.0018
H -3.073 -1.822 2.438 -0.77 -0.18 -0.11 0.0000
H -2.708 -2.970 1.609 -0.45 -0.46 -0.23 0.0001
O -3.493 -2.436 1.791 1.07 0.37 0.11 0.0005
H 0.127 3.257 -1.433 -0.22 0.30 0.25 -0.0002
H 1.306 2.513 -0.851 0.53 0.06 0.39 -0.0004
O 0.597 3.109 -0.595 -0.49 -0.16 -0.46 0.0238
H 2.317 3.286 1.977 0.20 0.14 -0.34 0.0000
H 1.199 3.858 1.009 0.48 -0.10 0.00 0.0000
O 1.458 3.709 1.934 -0.62 -0.10 0.37 -0.0001
H -1.188 2.056 2.055 -0.17 0.32 0.38 -0.0004
H 0.273 2.426 2.215 0.39 0.32 0.19 -0.0003
O -0.381 1.739 2.469 -0.09 -0.46 -0.56 0.0359
H 0.533 -0.111 -3.352 0.78 0.09 0.30 -0.0001
H 1.606 0.526 -4.165 0.31 0.40 0.09 0.0000
O 1.200 0.618 -3.294 -0.72 -0.17 -0.30 0.0001
```
Positions in Å, forces in eV/Å.

=====

3.
The following is a DFT calculation (ωB97M-V/def2-TZVPD) of a 12-piece molecular cluster, C5H33N2O12 overall.

Calculated values
* Kohn-Sham gap: 9.37 eV
* E_HOMO: -11.9 eV
* energy above the lowest of the compared OMol25 structures with the same formula, charge and spin: 138.9 kcal per mole
* largest force on an atom: 0.088 Eh/bohr
* E_LUMO: -2.5 eV
* total charge: +1

```
52
Properties=species:S:1:pos:R:3:forces:R:3:lowdin_charge:R:1
O 0.648 4.105 -0.259 0.17 1.25 -1.71 0.0597
C 0.628 3.824 0.888 -0.93 -1.45 1.54 -0.2215
C -0.083 2.501 1.336 -2.03 2.67 1.24 -0.3174
C 0.967 1.527 0.798 1.16 -2.82 3.00 -0.1831
C 0.482 0.822 -0.427 1.31 0.85 -1.23 -0.0504
C 1.258 -0.074 -1.062 2.80 1.07 2.70 -0.1540
N 1.090 -0.528 -2.372 -2.61 -1.56 -2.34 0.1214
N -0.482 2.496 2.810 1.27 -0.07 -0.24 0.0308
H 1.232 4.347 1.675 -0.30 -0.02 -0.23 0.1456
H -1.150 2.400 0.895 2.14 0.19 -0.30 0.1663
H 2.006 1.935 0.659 -1.17 0.36 -0.24 0.1480
H 1.292 0.772 1.650 -1.14 1.18 -1.38 0.1147
H -0.300 1.456 -0.897 0.05 -1.41 -0.24 0.1226
H 2.348 -0.401 -0.703 -2.86 0.85 -0.33 0.1578
H 0.007 -0.992 -2.422 2.20 0.73 -0.62 0.1294
H 1.164 0.249 -3.108 -0.22 -1.62 0.92 0.1731
H 1.695 -1.368 -2.535 -0.46 1.14 -0.25 0.1690
H 0.356 2.306 3.334 0.27 -0.27 0.43 0.0447
H -0.861 3.361 3.275 0.37 -0.88 -1.58 0.1045
H -2.792 -0.725 1.133 -1.19 -1.11 -1.74 0.0677
H -4.019 -1.477 0.565 -2.77 -1.37 0.90 0.0106
O -3.267 -1.078 0.242 3.73 2.08 0.97 -0.0774
H 2.894 -3.087 -0.437 -0.52 0.49 -0.47 0.0224
H 2.053 -4.190 -0.077 -0.75 -0.33 -0.21 0.0464
O 2.068 -3.502 -0.753 1.06 -0.15 0.18 -0.0846
H -1.272 0.731 -3.793 -2.32 0.30 1.74 -0.0145
H -0.147 1.544 -4.330 1.18 3.13 0.21 -0.0268
O -0.555 0.731 -4.363 1.05 -3.31 -1.97 0.0163
H -0.131 -2.920 -0.211 0.39 0.17 -0.43 0.0177
H -1.124 -3.649 0.687 0.90 0.52 0.17 0.0931
O -0.225 -3.244 0.683 -1.33 -0.94 0.14 -0.0564
H -1.427 -1.042 2.804 -0.24 0.73 -0.66 0.0146
H -1.543 0.164 1.840 0.96 0.73 0.06 0.0133
O -2.028 -0.329 2.490 -1.36 -0.36 0.19 -0.0410
H -0.653 3.523 -3.190 -0.98 0.02 -0.65 0.0457
H 0.462 3.761 -2.311 0.39 -0.93 -0.27 0.0422
O 0.170 3.098 -2.982 0.56 0.88 0.98 -0.0585
H 1.757 0.092 3.975 -0.15 0.11 0.42 0.0423
H 1.230 -0.960 2.922 1.59 1.57 1.25 0.0079
O 1.991 -0.299 3.137 -0.62 -1.02 -0.85 -0.1183
H -1.753 -2.621 -2.695 2.23 1.73 0.76 0.1727
H -2.013 -1.214 -2.526 -1.31 2.07 0.06 -0.0113
O -1.257 -1.761 -2.393 -1.14 -3.71 -0.73 -0.0425
H -0.232 -2.604 3.443 0.37 2.18 -0.77 0.1679
H 0.399 -2.339 2.130 -1.01 0.71 -0.31 0.0743
O -0.050 -1.793 2.838 0.66 -4.29 1.29 -0.0882
H 2.543 -0.827 0.979 0.68 -0.28 0.60 -0.0095
H 4.007 -1.487 1.262 -2.85 -0.05 -0.67 0.1365
O 3.051 -1.651 0.909 2.72 0.27 0.66 -0.1049
H -4.137 0.545 -2.189 3.33 -1.35 0.06 0.1321
H -3.141 -0.281 -1.191 -0.36 0.84 -1.40 0.0157
O -3.157 0.156 -2.133 -2.90 0.53 1.33 -0.1670
```
Positions in Å, forces in eV/Å.

=====

4.
The following is a DFT calculation (ωB97M-V/def2-TZVPD) of a 10-piece molecular cluster, C5H33N2O9 overall.

Calculated values
* Kohn-Sham gap: 10.01 eV
* E_HOMO: -12.6 eV
* energy above the lowest of the compared OMol25 structures with the same formula, charge and spin: 126.7 kcal per mole
* largest force on an atom: 0.136 Eh/bohr
* E_LUMO: -2.6 eV
* total charge: +1

```
49
Properties=species:S:1:pos:R:3:forces:R:3:lowdin_charge:R:1
C -1.639 -1.086 3.196 -0.27 -0.09 4.97 -0.0882
C -0.645 -0.441 2.351 -2.21 -0.51 -2.53 -0.3430
C 0.150 0.532 3.055 2.88 0.05 3.09 -0.1709
C 1.372 1.146 2.289 -1.65 3.06 1.69 -0.2063
C 2.068 0.323 1.274 0.99 0.25 1.23 -0.2938
N 2.922 -0.746 1.838 -1.41 -1.02 -0.06 0.0103
N -1.710 0.135 1.190 1.34 -1.06 -0.60 0.2111
H -2.322 -1.797 2.800 -0.14 -0.75 -0.58 0.0795
H -1.192 -1.446 4.183 -0.09 -0.51 -1.61 0.1225
H -2.235 -0.322 3.755 -0.05 0.04 -1.09 0.1101
H 0.052 -1.088 1.823 -0.76 -0.41 -0.27 0.1014
H -0.454 1.223 3.651 0.19 0.33 -0.42 0.1247
H 0.603 -0.177 3.975 -0.91 1.69 -2.36 0.1938
H 1.104 2.207 1.848 -0.01 -2.09 0.45 0.1464
H 2.143 1.472 3.007 -0.39 -0.28 0.13 0.1158
H 2.611 1.154 0.836 0.68 -0.93 -1.28 0.1249
H 1.330 -0.165 0.683 -0.14 -0.15 -1.43 0.0815
H 2.251 -1.416 2.317 1.74 1.02 -0.34 0.1088
H 3.696 -0.439 2.432 -0.72 -0.05 0.00 0.0992
H -1.392 -0.209 0.237 -0.77 0.45 1.48 0.1289
H -2.725 -0.095 1.363 1.67 -0.19 -0.11 0.1638
H -1.721 1.148 1.141 0.13 0.24 -0.05 0.0608
H 0.129 1.624 -0.983 1.24 0.00 0.01 0.0209
H -1.056 2.036 -1.737 0.10 -0.27 -0.17 0.0448
O -0.810 1.573 -0.923 -1.15 1.04 0.72 -0.0757
H -0.928 -0.182 -1.700 -1.53 1.56 -0.63 -0.0425
H 0.030 -0.679 -2.822 0.19 0.40 -2.40 0.0152
O -0.212 -0.718 -1.938 1.61 -2.61 2.71 -0.0075
H -2.845 1.710 -2.192 -1.74 0.62 -0.28 0.0486
H -2.700 1.105 -3.702 -2.98 0.17 -5.60 -0.0143
O -2.450 1.211 -2.877 4.30 -0.57 5.51 0.0372
H 4.400 -2.338 -1.141 -0.45 -1.02 0.68 0.0499
H 3.924 -1.759 0.378 -0.57 -0.53 -0.14 0.0114
O 4.416 -1.682 -0.449 1.07 1.36 -0.57 -0.0599
H 1.181 1.646 -3.853 0.12 0.53 2.06 0.0931
H 1.586 1.129 -2.412 -0.06 0.68 -0.89 0.0238
O 1.191 1.911 -2.879 0.32 -1.29 -1.29 -0.0930
H 3.930 -0.753 -1.841 0.36 0.78 -0.46 -0.0008
H 3.919 0.028 -3.265 3.37 2.25 -3.21 -0.0332
O 3.474 -0.388 -2.627 -4.04 -2.56 3.70 -0.0207
H -3.914 2.556 1.433 -2.05 0.95 -0.28 0.0386
H -2.529 3.111 0.823 -0.35 1.15 -0.69 0.0479
O -2.997 2.490 1.355 2.27 -1.64 0.92 0.0023
H -4.183 -2.091 -2.113 1.10 2.67 -2.23 0.1155
H -3.498 -1.301 -3.398 0.91 -1.06 -1.73 -0.0138
O -3.917 -1.194 -2.582 -2.11 -1.82 4.11 -0.0900
H 0.069 -2.536 -0.012 3.63 2.23 -3.39 -0.0605
H -0.793 -3.820 0.002 0.69 1.64 0.60 0.0980
O -0.545 -2.967 0.457 -4.33 -3.75 2.63 -0.0166
```
Positions in Å, forces in eV/Å.